<P>
Below is a single C4H5NS2 molecule, with properties calculated with ωB97M-V/def2-TZVPD.

Structure (XYZ):
```
12
C4H5NS2 (ωB97M-V/def2-TZVPD)
C 0.4321 -2.1774 0.1451
N -0.8606 -2.1166 0.0561
S -1.8783 -0.7239 -0.0273
C -0.9016 0.7531 -0.3414
C 0.0722 1.4808 0.6177
C 0.6410 0.6102 -0.4326
S 1.6423 -0.8055 -0.0719
H 0.9126 -3.1325 0.1813
H -1.3477 1.3780 -1.0996
H 0.1716 1.0342 1.6408
H 0.1280 2.5239 0.6440
H 0.9884 1.1757 -1.3122
```

* Kohn-Sham gap: 0.3387 Ha
* charge: 0
* LUMO: 0.8 eV

natural (NBO) population analysis, charges in e, atoms 1 to 2: atom 1 (C): -0.05, atom 2 (N): -0.57

---

<Q>
Below is a single C4H5NS2 molecule, with properties calculated with ωB97M-V/def2-TZVPD.

Structure (XYZ):
```
12
C4H5NS2 (ωB97M-V/def2-TZVPD)
N 1.4628 2.0599 1.4579
C 0.6891 1.1202 0.8207
C 0.7935 0.6302 -0.3973
C -0.1108 -0.3202 -0.8335
S -0.3936 -1.1029 -2.1798
S -0.8981 -0.8964 0.6413
C -0.2911 0.3567 1.6998
H 1.2111 2.5041 2.2860
H 2.3025 2.3712 0.9847
H 1.2142 1.1801 -1.2756
H 0.3048 -0.0291 2.5050
H -1.0904 0.8212 2.1718
```

* Kohn-Sham gap: 0.3066 Ha
* charge: 0
* LUMO: 0.1 eV

natural (NBO) population analysis, charges in e, atoms 1 to 2: atom 1 (N): -0.78, atom 2 (C): 0.30

---

Quick one: least stable of them? <P>

---

<P>
Below is a single C4H5NS2 molecule, with properties calculated with ωB97M-V/def2-TZVPD.

Structure (XYZ):
```
12
C4H5NS2 (ωB97M-V/def2-TZVPD)
S 0.6541 1.8565 1.8718
C -0.2642 0.4367 1.5599
C -1.1374 0.4906 0.5425
N -1.7868 -0.7155 0.3337
C -0.8571 -0.3455 -0.6547
C 0.3990 -1.0941 -0.8836
S 1.1665 -1.2758 -2.3058
H -0.4318 -0.4800 2.5092
H -1.7190 1.3792 0.2204
H -2.7793 -0.5650 0.0369
H -1.3442 0.1941 -1.5255
H 0.8115 -1.7368 -0.0174
```

* Kohn-Sham gap: 0.2889 Ha
* charge: 0
* LUMO: -1.1 eV

natural (NBO) population analysis, charges in e, atoms 1 to 2: atom 1 (S): 0.01, atom 2 (C): -0.22

---

<Q>
Below is a single C4H5NS2 molecule, with properties calculated with ωB97M-V/def2-TZVPD.

Structure (XYZ):
```
12
C4H5NS2 (ωB97M-V/def2-TZVPD)
N 0.8737 -1.3345 2.1623
C 1.1973 -0.6282 1.0876
C 0.4772 -0.0029 0.1001
C -1.0269 0.0032 0.1312
S -2.1867 -0.3162 1.1666
C 1.2840 0.6234 -1.0027
S 0.7964 1.0821 -2.5378
H -0.1094 -1.1693 2.6349
H 1.6453 -1.6802 2.8964
H 2.1931 -0.8452 0.8566
H -1.5959 0.0916 -0.8331
H 2.4067 0.7165 -0.6494
```

* Kohn-Sham gap: 0.2938 Ha
* charge: 0
* LUMO: -0.4 eV

natural (NBO) population analysis, charges in e, atoms 1 to 2: atom 1 (N): -0.76, atom 2 (C): 0.16

---

Quick one: least stable of them? <P>

---

<P>
Below is a molecular structure, C29H23AuFINO5Te, with properties calculated with ωB97M-V/def2-TZVPD.

Structure (XYZ):
```
62
C29H23AuFINO5Te (ωB97M-V/def2-TZVPD)
Au -0.8889 -1.5878 -1.6208
C 4.8030 -1.6777 3.6113
C 5.3181 -1.0609 2.3171
C 6.5462 -1.8126 1.8307
C 6.9508 -1.3942 0.4286
C 5.8122 -1.6603 -0.5111
C 6.0096 -2.0483 -1.8152
C 4.9177 -2.2692 -2.6506
F 5.1539 -2.6453 -3.9107
C 3.6299 -2.1053 -2.2260
C 3.4068 -1.6926 -0.9055
C 2.0257 -1.4347 -0.4766
O 1.1334 -1.8578 -1.2499
C 1.9043 -0.7530 0.7775
C 3.0322 -0.6779 1.5846
N 4.2487 -1.0762 1.2617
C 4.4942 -1.4958 -0.0500
C 0.7156 -0.1647 1.4514
O 0.6572 0.0047 2.6317
O -0.3859 0.1819 0.7042
H 5.6363 -1.7781 4.3058
H 4.3956 -2.6717 3.4214
H 4.0422 -1.0769 4.1057
H 5.5760 -0.0109 2.4777
H 6.3366 -2.8861 1.8476
H 7.3504 -1.6285 2.5422
H 7.8386 -1.9344 0.1029
H 7.2007 -0.3285 0.4117
H 7.0096 -2.1796 -2.2082
H 2.7960 -2.2835 -2.8880
H 2.9034 -0.2825 2.5812
C -0.8694 3.4130 -0.3845
Te -0.8391 1.3091 -0.8078
C -2.8238 1.3644 -0.0821
C -3.0821 2.7271 0.5014
C -4.2664 2.9840 1.1830
C -4.4842 4.2344 1.7370
C -3.5216 5.2296 1.6221
C -2.3364 4.9764 0.9527
C -2.1145 3.7235 0.3924
H -0.9302 3.7425 -1.4315
H 0.0598 3.8012 0.0298
H -2.8395 0.5706 0.6679
H -3.4715 1.0713 -0.9085
H -5.0139 2.2067 1.2811
H -5.4061 4.4322 2.2667
H -3.6939 6.2031 2.0604
H -1.5838 5.7501 0.8654
I -9.6968 0.1162 -2.4383
C -7.7086 -0.4613 -2.2034
C -6.7133 0.2150 -2.8957
C -5.3914 -0.1682 -2.7312
C -5.0651 -1.2219 -1.8829
C -6.0729 -1.8975 -1.2033
C -7.3960 -1.5184 -1.3584
C -3.6473 -1.6421 -1.6741
O -3.3569 -2.6320 -1.0207
O -2.7467 -0.8479 -2.2022
H -6.9683 1.0281 -3.5612
H -4.6067 0.3418 -3.2741
H -5.8046 -2.7200 -0.5544
H -8.1789 -2.0425 -0.8282
```

* Kohn-Sham gap: 0.2295 Ha
* charge: +1
* LUMO: -4.3 eV

natural (NBO) population analysis, charges in e, atoms 1 to 2: atom 1 (Au): 0.71, atom 2 (C): -0.62

---

<Q>
Below is a molecular structure, C29H23AuFINO5Te, with properties calculated with ωB97M-V/def2-TZVPD.

Structure (XYZ):
```
62
C29H23AuFINO5Te (ωB97M-V/def2-TZVPD)
Au -0.9398 0.8918 1.0664
C 2.8073 -5.0549 -1.2169
C 1.8233 -4.5097 -2.2359
C 1.0406 -5.6191 -2.9185
C 0.1784 -5.0428 -4.0268
C -0.6821 -3.9271 -3.5002
C -1.8516 -3.5824 -4.1359
C -2.6640 -2.5696 -3.6306
F -3.7888 -2.2767 -4.2892
C -2.3494 -1.8892 -2.4915
C -1.1634 -2.2247 -1.8235
C -0.8102 -1.5124 -0.6127
O -1.6020 -0.5881 -0.2151
C 0.3501 -1.9210 0.0582
C 1.1298 -2.9151 -0.5059
N 0.8514 -3.5409 -1.6376
C -0.3256 -3.2321 -2.3261
C 0.8372 -1.4242 1.3894
O 1.7609 -1.9823 1.9311
O 0.2494 -0.3964 1.9857
H 3.3979 -5.8285 -1.7050
H 2.2926 -5.5099 -0.3690
H 3.5057 -4.3048 -0.8496
H 2.3679 -3.9466 -3.0003
H 0.4260 -6.1363 -2.1761
H 1.7467 -6.3441 -3.3211
H -0.4556 -5.8104 -4.4699
H 0.8186 -4.6620 -4.8281
H -2.1619 -4.1027 -5.0333
H -2.9896 -1.1117 -2.1026
H 2.0251 -3.2020 0.0226
C 0.3681 1.2901 4.4136
Te -0.3398 2.6012 2.8833
C 1.7207 2.9015 2.4475
C 2.4332 2.5355 3.7246
C 3.7474 2.9397 3.9387
C 4.4015 2.5831 5.1050
C 3.7443 1.8246 6.0657
C 2.4388 1.4167 5.8537
C 1.7788 1.7596 4.6778
H 0.3232 0.2576 4.0761
H -0.2782 1.4272 5.2801
H 1.8601 3.9330 2.1342
H 1.9715 2.2331 1.6245
H 4.2552 3.5384 3.1927
H 5.4214 2.9032 5.2695
H 4.2495 1.5566 6.9838
H 1.9266 0.8253 6.6024
I -5.6720 7.1206 -3.3270
C -4.3980 5.9086 -2.2119
C -4.6801 4.5547 -2.0819
C -3.8292 3.7488 -1.3454
C -2.7036 4.2967 -0.7371
C -2.4319 5.6550 -0.8697
C -3.2767 6.4643 -1.6085
C -1.7732 3.4620 0.0637
O -0.8237 3.9466 0.6746
O -2.0409 2.1778 0.0338
H -5.5575 4.1333 -2.5519
H -4.0391 2.6941 -1.2390
H -1.5553 6.0686 -0.3908
H -3.0659 7.5190 -1.7144
```

* Kohn-Sham gap: 0.2331 Ha
* charge: +1
* LUMO: -4.5 eV

natural (NBO) population analysis, charges in e, atoms 1 to 2: atom 1 (Au): 1.22, atom 2 (C): -0.63

---

Quick one: least stable of them? <P>

---

<P>
Below is a gas-phase ion, C3H8NOS2 (charge +1), with properties calculated with ωB97M-V/def2-TZVPD.

Structure (XYZ):
```
15
C3H8NOS2 (ωB97M-V/def2-TZVPD)
C -0.0469 0.5603 0.6930
C 0.7835 0.4715 -0.7093
C -2.3755 0.6148 -0.0995
N -1.2901 1.2281 0.4815
O -3.4757 1.0881 -0.1629
S 1.7736 -1.0193 -0.7533
S -1.9970 -0.9728 -0.9755
H -0.2396 -0.5336 0.9998
H 0.4323 1.2346 1.5500
H 0.1485 0.4621 -1.5231
H 1.2890 1.3798 -0.7897
H -1.5860 1.9283 1.1830
H 0.6614 -1.7195 -0.6701
H 2.2232 -1.5358 0.3786
H -3.3378 -1.0068 -1.2094
```

* Kohn-Sham gap: 0.3274 Ha
* charge: +1
* LUMO: -4.8 eV

natural (NBO) population analysis, charges in e, atoms 1 to 2: atom 1 (C): -0.23, atom 2 (C): -0.55

---

<Q>
Below is a gas-phase ion, C3H8NOS2 (charge +1), with properties calculated with ωB97M-V/def2-TZVPD.

Structure (XYZ):
```
15
C3H8NOS2 (ωB97M-V/def2-TZVPD)
O -2.6427 0.8566 -0.8278
C -1.8850 0.0587 -0.3754
S -2.2038 -1.2890 0.6477
N -0.4153 0.3032 -0.6428
C 0.4325 0.6428 0.5866
C 1.9055 0.4077 0.0999
S 1.9543 -1.3597 -0.5718
H -3.5971 -1.2254 0.5082
H -0.2317 1.1469 -1.1404
H 0.2221 -0.5640 -0.8073
H 0.0312 -0.0279 1.3251
H 0.4702 1.7481 0.6986
H 2.3202 0.8040 -0.8300
H 2.5020 0.3831 0.9916
H 1.1377 -1.8851 0.3379
```

* Kohn-Sham gap: 0.3949 Ha
* charge: +1
* LUMO: -3.7 eV

natural (NBO) population analysis, charges in e, atoms 1 to 2: atom 1 (O): -0.46, atom 2 (C): 0.49

---

Quick one: least stable of them? <P>